[1]
Here is C36H56N6O9P2S3SiTl as an isolated structure from the Open Molecules 2025 dataset. Energies are from ωB97M-V/def2-TZVPD.

Positions of all 114 atoms, in Å:
Tl 0.392 0.178 0.134
C 1.220 -3.583 -1.266
C 1.298 -3.655 -2.790
C 2.744 -3.458 -3.257
C 0.315 -2.741 -3.503
C -0.525 -3.322 -4.451
C -1.439 -2.573 -5.172
C -1.525 -1.210 -4.945
C -0.723 -0.589 -3.994
C -0.849 0.898 -3.747
C -2.295 1.394 -3.738
C -0.020 1.700 -4.754
C 0.200 -1.363 -3.274
N 0.976 -0.757 -2.242
C 2.105 -0.236 -2.552
C 3.056 0.272 -1.618
C 4.352 0.640 -1.966
C 5.022 0.841 -0.762
C 4.108 0.561 0.270
N 2.887 0.260 -0.251
C 4.595 0.467 1.714
C 3.526 0.185 2.760
C 5.308 1.768 2.112
C 5.606 -0.694 1.760
H 1.737 -4.434 -0.816
H 0.189 -3.582 -0.910
H 1.705 -2.676 -0.907
H 1.009 -4.667 -3.092
H 3.127 -2.477 -2.975
H 2.828 -3.562 -4.341
H 3.389 -4.205 -2.790
H -0.451 -4.390 -4.622
H -2.080 -3.050 -5.903
H -2.238 -0.616 -5.501
H -0.427 1.102 -2.767
H -2.727 1.403 -4.742
H -2.324 2.414 -3.353
H -2.925 0.774 -3.098
H -0.428 1.586 -5.763
H 1.018 1.365 -4.773
H -0.027 2.756 -4.482
H 2.430 -0.216 -3.597
H 4.744 0.712 -2.968
H 6.063 1.096 -0.638
H 2.778 0.968 2.785
H 4.006 0.137 3.742
H 3.041 -0.771 2.568
H 4.597 2.595 2.160
H 6.111 2.027 1.421
H 5.741 1.658 3.109
H 5.137 -1.614 1.406
H 5.945 -0.854 2.787
H 6.477 -0.495 1.135
N 2.651 3.538 -0.126
C 1.238 3.958 0.277
C 1.192 5.472 0.397
P 0.197 3.347 -1.128
O -1.283 3.412 -0.667
O 0.509 4.198 -2.299
O 0.717 1.899 -1.199
P 1.065 3.165 1.939
O -0.357 3.644 2.454
O 2.206 3.701 2.725
O 0.998 1.654 1.774
H 3.023 4.173 -0.832
H 2.611 2.583 -0.527
H 3.242 3.534 0.714
H 1.426 5.927 -0.567
H 1.869 5.831 1.173
H 0.178 5.766 0.664
H -1.567 2.644 0.044
H -1.008 3.025 2.036
C -3.736 3.665 1.708
Si -3.212 1.856 1.825
C -3.095 1.429 3.653
C -4.659 0.886 1.123
O -1.781 1.683 1.064
H -4.663 3.836 2.261
H -3.905 3.942 0.665
H -2.982 4.351 2.102
H -3.866 1.956 4.221
H -2.127 1.725 4.060
H -3.236 0.356 3.802
H -5.590 1.362 1.440
H -4.679 -0.142 1.483
H -4.645 0.874 0.031
O -4.044 -2.352 3.366
S -3.176 -2.986 2.413
O -2.356 -4.072 2.900
N -2.262 -1.864 1.645
C -2.518 -1.835 0.365
S -1.846 -0.828 -0.816
C -3.581 -2.800 -0.082
C -4.067 -3.030 -1.357
C -5.051 -3.997 -1.515
C -5.529 -4.722 -0.426
C -5.031 -4.497 0.852
C -4.064 -3.524 0.987
H -3.672 -2.478 -2.200
H -5.451 -4.194 -2.501
H -6.291 -5.475 -0.577
H -5.382 -5.062 1.704
S 0.885 -1.928 1.576
C 0.345 -1.438 3.115
N -0.016 -2.339 4.052
C -0.564 -1.648 5.219
C -0.144 -0.186 4.980
N 0.285 -0.213 3.589
H -0.485 -3.168 3.707
H -0.130 -2.049 6.135
H -1.650 -1.763 5.257
H 0.684 0.115 5.624
H -0.968 0.510 5.114
H 0.562 0.605 3.039

Values from the calculation:
net charge: -1
orbital gap: 7.0 eV
molecular weight: 1107.5 g mol⁻¹
energy: -129276.6963 eV
highest occupied orbital energy: -5.26 eV
strongest force on any atom: 0.0108 Eh/bohr
LUMO energy: 1.8 eV


[2]
Here is C36H57BN9OW as an isolated structure in a non-equilibrium geometry from the Open Molecules 2025 dataset. Energies are from ωB97M-V/def2-TZVPD.

Positions of all 105 atoms, in Å:
W -0.164 -0.235 0.115
C 1.580 1.579 4.970
C 0.679 0.828 4.076
C -0.377 0.020 4.480
C -0.943 -0.521 3.337
N -0.250 -0.058 2.246
N 0.733 0.774 2.738
B 1.676 1.597 1.846
N 0.819 2.434 0.867
N 0.033 1.835 -0.082
C -0.427 2.822 -0.898
C 0.026 4.043 -0.424
C 0.807 3.768 0.699
C 1.469 4.742 1.588
C -1.326 2.621 -2.091
C -0.894 3.569 -3.219
C -1.252 1.193 -2.655
C -2.755 2.961 -1.635
N 2.526 0.627 1.012
N 1.927 -0.142 0.054
C 2.927 -0.656 -0.712
C 4.148 -0.266 -0.188
C 3.863 0.551 0.905
C 4.829 1.229 1.789
C 2.697 -1.434 -1.978
C 3.786 -1.070 -2.997
C 2.768 -2.944 -1.710
C 1.340 -1.037 -2.573
C -2.206 -1.351 3.415
C -3.381 -0.365 3.275
C -2.293 -2.019 4.798
C -2.314 -2.454 2.359
H 1.350 1.323 6.001
H 2.622 1.337 4.773
H 1.463 2.655 4.851
H -0.680 -0.145 5.491
H 2.360 2.288 2.498
H -0.175 5.015 -0.822
H 1.190 5.750 1.296
H 1.175 4.582 2.623
H 2.553 4.664 1.535
H 0.175 3.482 -3.396
H -1.420 3.313 -4.134
H -1.117 4.602 -2.985
H -1.134 0.421 -1.857
H -2.164 0.969 -3.203
H -0.423 1.106 -3.354
H -2.821 4.013 -1.375
H -3.464 2.776 -2.436
H -3.038 2.379 -0.759
H 5.123 -0.518 -0.548
H 5.832 0.879 1.561
H 4.804 2.308 1.640
H 4.620 1.030 2.838
H 4.750 -1.444 -2.674
H 3.555 -1.526 -3.956
H 3.857 0.006 -3.136
H 3.612 -3.171 -1.068
H 1.867 -3.324 -1.240
H 2.912 -3.472 -2.648
H 1.435 -0.076 -3.079
H 1.022 -1.782 -3.299
H 0.559 -0.954 -1.758
H -3.349 0.370 4.072
H -3.342 0.160 2.322
H -4.322 -0.903 3.344
H -2.476 -1.291 5.582
H -3.122 -2.721 4.807
H -1.386 -2.567 5.039
H -2.265 -2.053 1.346
H -1.530 -3.194 2.502
H -3.270 -2.960 2.475
C -4.772 0.041 -0.342
C -3.377 -0.087 -0.153
N -2.226 -0.201 0.001
H -5.220 0.624 0.468
H -5.257 -0.936 -0.365
H -4.979 0.555 -1.283
C -3.817 -2.869 -3.076
C -3.770 -3.956 -1.995
N -2.920 -5.048 -2.400
C -3.445 -5.982 -3.391
C -2.790 -5.832 -4.760
C -1.666 -5.280 -1.981
O -0.976 -6.188 -2.393
C -1.026 -4.435 -0.896
C -0.271 -5.171 0.026
C 0.484 -4.506 0.975
C 0.508 -3.120 0.963
N -0.183 -2.390 0.065
C -0.939 -3.056 -0.845
H -4.349 -1.991 -2.713
H -4.347 -3.236 -3.951
H -2.812 -2.585 -3.390
H -4.781 -4.347 -1.844
H -3.426 -3.549 -1.039
H -4.520 -5.824 -3.459
H -3.256 -6.996 -3.028
H -2.907 -4.822 -5.145
H -3.270 -6.525 -5.444
H -1.734 -6.078 -4.714
H -0.267 -6.248 -0.053
H 1.063 -5.064 1.692
H 1.112 -2.566 1.682
H -1.476 -2.433 -1.560

Values from the calculation:
net charge: +3
orbital gap (spin up / spin down): 4.9 / 5.7 eV
molecular weight: 826.6 g mol⁻¹
2S+1: 3
energy: -56196.3431 eV
highest occupied orbital energy (spin up / spin down): -16.06 / -16.06 eV
strongest force on any atom: 0.0615 Eh/bohr
LUMO energy (spin up / spin down): -11.1 / -10.4 eV


[3]
Here is a 8-piece molecular cluster, C36H58F2O12S6 overall in a non-equilibrium geometry from the Open Molecules 2025 dataset. Energies are from ωB97M-V/def2-TZVPD.

Positions of all 114 atoms, in Å:
O -13.139 -33.768 31.718
S -13.898 -34.942 31.987
O -15.319 -34.684 32.298
C -13.852 -36.062 30.624
C -13.245 -37.389 31.333
C -12.396 -36.873 32.398
C -13.126 -35.945 33.192
H -13.149 -35.583 29.980
H -14.830 -36.153 30.306
H -14.015 -38.077 31.660
H -12.723 -37.877 30.608
H -11.481 -36.465 31.824
H -12.144 -37.623 33.020
H -12.525 -35.367 33.750
H -13.975 -36.464 33.553
O -17.870 -37.850 27.150
S -17.649 -36.790 28.193
O -17.093 -37.180 29.465
C -16.879 -35.351 27.558
C -17.682 -34.235 28.070
C -19.117 -34.768 28.162
C -19.214 -35.961 28.717
H -16.855 -35.405 26.411
H -15.813 -35.520 27.499
H -17.173 -34.073 29.051
H -17.540 -33.365 27.401
H -19.272 -34.545 27.004
H -19.805 -34.099 28.540
H -20.009 -36.623 28.117
H -19.437 -36.090 29.891
O -15.401 -42.904 28.915
S -15.175 -41.656 28.222
O -14.160 -40.744 28.630
C -15.097 -41.724 26.492
C -16.553 -41.842 25.990
C -17.508 -41.450 27.150
C -16.721 -40.741 28.100
H -14.657 -42.660 26.196
H -14.640 -40.894 26.245
H -16.845 -41.192 25.404
H -17.038 -42.846 25.657
H -18.015 -42.326 27.495
H -18.301 -40.740 26.872
H -17.139 -40.487 29.096
H -16.320 -39.696 27.627
O -15.919 -34.743 24.225
S -16.354 -35.367 22.945
O -15.500 -36.279 22.228
C -17.998 -35.809 23.316
C -18.818 -35.263 22.111
C -18.166 -33.941 21.809
C -16.766 -34.015 21.812
H -18.259 -35.469 24.124
H -18.071 -36.849 23.408
H -18.886 -35.959 21.246
H -19.783 -35.084 22.466
H -18.307 -33.167 22.589
H -18.503 -33.532 20.873
H -16.230 -33.245 22.000
H -16.219 -34.080 20.864
O -12.049 -42.835 25.468
S -11.094 -42.050 26.170
O -10.866 -42.248 27.556
C -9.515 -41.698 25.284
C -9.310 -40.251 25.389
C -10.530 -39.525 26.118
C -11.684 -40.409 26.132
H -9.585 -41.988 24.179
H -8.841 -42.334 25.725
H -8.551 -39.929 26.110
H -9.311 -39.743 24.373
H -10.478 -38.407 25.882
H -10.434 -39.261 27.193
H -11.987 -40.251 25.219
H -12.659 -40.023 26.681
O -7.923 -31.199 25.580
S -9.219 -31.407 25.070
O -9.443 -32.391 24.138
C -10.501 -31.433 26.253
C -10.555 -29.798 26.503
C -10.465 -29.247 25.178
C -9.836 -29.878 24.203
H -10.121 -32.032 27.027
H -11.460 -31.797 25.995
H -11.338 -29.598 27.272
H -9.792 -29.519 26.930
H -10.262 -28.203 25.081
H -11.514 -29.027 24.960
H -8.801 -29.497 24.003
H -10.245 -30.261 23.225
F -14.147 -33.675 28.163
C -14.344 -32.429 27.683
C -14.021 -31.322 28.495
C -14.111 -30.038 28.010
C -14.638 -29.813 26.728
C -15.077 -30.918 25.959
C -14.749 -32.203 26.420
H -13.494 -31.543 29.467
H -13.896 -29.215 28.485
H -14.731 -28.695 26.355
H -15.384 -30.816 24.976
H -15.127 -32.968 25.951
F -11.000 -34.261 26.359
C -11.879 -35.366 26.402
C -11.720 -36.350 27.402
C -12.637 -37.383 27.621
C -13.784 -37.405 26.691
C -13.886 -36.476 25.751
C -13.068 -35.403 25.621
H -11.026 -36.203 28.252
H -12.404 -38.182 28.426
H -14.550 -38.174 26.715
H -14.839 -36.372 25.218
H -13.331 -34.744 25.019

Values from the calculation:
SMILES string: O=S1(=O)CCCC1.O=S1(=O)CCCC1.O=S1(=O)CCCC1.O=S1(=O)CCCC1.O=S1(=O)CCCC1.O=S1(=O)CCCC1.Fc1ccccc1.Fc1ccccc1
orbital gap: 9.2 eV
molecular weight: 913.2 g mol⁻¹
energy: -133270.7446 eV
highest occupied orbital energy: -9.30 eV
strongest force on any atom: 0.2113 Eh/bohr
LUMO energy: -0.1 eV


[4]
Here is C36H58N6O3OsSSeSi2 as an isolated structure from the Open Molecules 2025 dataset. Energies are from ωB97M-V/def2-TZVPD.

Positions of all 108 atoms, in Å:
Os -0.299 -0.003 0.606
C -3.259 -1.096 1.909
Si -2.100 0.369 2.266
C -1.769 0.141 4.107
C -2.902 2.060 2.263
C -4.114 2.414 2.864
C -4.476 3.746 2.984
C -3.603 4.737 2.539
C -2.394 4.388 1.957
C -2.037 3.044 1.790
Si -0.384 2.445 1.031
C 0.868 3.070 2.296
C -0.210 3.710 -0.387
H -4.260 -0.886 2.299
H -2.858 -1.949 2.457
H -3.348 -1.388 0.865
H -2.692 0.443 4.614
H -0.967 0.781 4.477
H -1.574 -0.891 4.381
H -4.780 1.646 3.251
H -5.419 4.018 3.442
H -3.870 5.781 2.653
H -1.729 5.177 1.623
H 0.551 4.073 2.597
H 1.869 3.147 1.873
H 0.910 2.446 3.189
H -0.330 4.694 0.076
H -0.944 3.642 -1.186
H 0.782 3.678 -0.831
C -0.613 1.808 -3.198
N -1.937 1.962 -2.623
C -2.881 2.579 -3.541
C -2.332 1.295 -1.521
N -1.689 0.175 -1.094
C -1.521 -0.761 -2.131
C -2.380 -0.847 -3.229
C -2.141 -1.740 -4.265
C -1.031 -2.567 -4.208
C -0.217 -2.540 -3.085
C -0.492 -1.698 -2.004
N 0.224 -1.749 -0.807
C 0.627 -3.008 -0.537
N 1.896 -3.313 -0.286
C 2.319 -4.500 0.437
C 2.966 -2.393 -0.625
N -0.270 -4.038 -0.571
C 0.027 -5.296 -1.227
C -1.691 -3.782 -0.425
N -3.447 1.734 -0.904
C -4.442 0.790 -0.427
C -3.878 3.123 -0.857
H -0.648 1.111 -4.040
H 0.086 1.436 -2.459
H -0.271 2.784 -3.546
H -2.757 2.108 -4.520
H -2.692 3.649 -3.644
H -3.904 2.426 -3.215
H -3.255 -0.208 -3.276
H -2.815 -1.779 -5.111
H -0.803 -3.239 -5.026
H 0.650 -3.189 -3.036
H 2.816 -5.208 -0.231
H 1.464 -4.977 0.907
H 3.013 -4.194 1.216
H 2.599 -1.653 -1.330
H 3.789 -2.961 -1.064
H 3.319 -1.882 0.269
H 1.071 -5.346 -1.521
H -0.585 -5.379 -2.132
H -0.198 -6.146 -0.578
H -1.846 -2.876 0.150
H -2.138 -4.618 0.116
H -2.180 -3.689 -1.402
H -4.121 -0.221 -0.652
H -4.612 0.900 0.640
H -5.382 0.992 -0.951
H -3.098 3.779 -1.227
H -4.089 3.386 0.180
H -4.787 3.267 -1.448
C 0.619 -2.106 4.402
S 0.808 -1.710 2.675
O 2.055 -2.315 2.287
O 0.789 -0.225 2.523
O -0.399 -2.203 1.970
H 1.488 -2.687 4.696
H -0.292 -2.684 4.521
H 0.560 -1.191 4.984
C 7.800 -0.160 -0.196
C 6.324 0.128 -0.226
C 5.600 0.348 0.930
C 4.231 0.613 0.922
C 3.576 0.837 2.250
C 3.543 0.651 -0.293
Se 1.660 1.074 -0.584
C 4.264 0.438 -1.489
C 3.671 0.443 -2.882
C 5.629 0.188 -1.426
H 8.192 -0.091 0.819
H 8.353 0.545 -0.819
H 8.014 -1.163 -0.570
H 6.107 0.323 1.890
H 4.136 1.576 2.828
H 3.548 -0.092 2.822
H 2.559 1.176 2.139
H 2.601 0.619 -2.902
H 3.860 -0.517 -3.369
H 4.153 1.213 -3.488
H 6.164 0.027 -2.358

Values from the calculation:
orbital gap (spin up / spin down): 6.6 / 6.6 eV
molecular weight: 980.3 g mol⁻¹
energy: -147762.1666 eV
highest occupied orbital energy (spin up / spin down): -6.74 / -6.75 eV
strongest force on any atom: 0.0190 Eh/bohr
LUMO energy (spin up / spin down): -0.1 / -0.1 eV